Record 1
8
Properties=species:S:1:pos:R:3:forces:R:3:lowdin_charge:R:1 method="wB97M-V/def2-TZVPD" e_tot_ev=-104049.4036 orbital_gap_ev="7.78 / 7.57" e_above_lowest_ev=3.827 e_homo_ev="-8.84 / -8.09" e_lumo_ev="-1.1 / -0.5"
Br 3.1207 0.2944 -0.6377 -0.885 -0.600 0.085 0.55
Cl -2.6765 0.1439 -1.7421 -0.701 -0.108 -0.555 0.22
Cl -2.0536 2.3815 0.8437 -0.381 0.700 -0.043 0.20
Si -1.6001 0.6713 -0.1373 1.566 1.164 -0.748 -0.24
C 1.7414 -0.7837 0.1028 2.374 1.311 2.585 -0.52
H -1.6798 -0.2326 0.8990 -0.333 -1.829 1.415 -0.15
H 1.1326 -1.3791 -0.4718 -1.056 -1.030 -1.563 -0.06
H 2.0151 -1.0957 1.1435 -0.584 0.392 -1.174 0.00

Record 2
35
Properties=species:S:1:pos:R:3:forces:R:3:lowdin_charge:R:1 method="wB97M-V/def2-TZVPD" e_tot_ev=-21183.1346 orbital_gap_ev=4.90 e_above_lowest_ev=0.801 e_homo_ev=-5.36 e_lumo_ev=-0.5
Na -6.7021 -7.4639 10.7429 0.101 0.234 -0.350 0.58
N -7.2850 -9.2981 9.2000 -0.739 -1.684 -1.292 -0.19
N -8.3286 -11.3014 7.7615 -0.013 1.223 0.448 -0.15
C -5.7760 -1.9604 8.1573 -0.668 -0.129 -1.545 -0.14
C -6.5050 -2.9420 10.2380 -0.214 0.064 -0.955 -0.07
C -8.2851 -10.1058 9.9964 1.045 -0.531 0.762 -0.17
C -8.9279 -11.2480 9.1562 0.537 0.094 -1.507 -0.13
C -6.8802 -11.4669 7.8688 0.108 -0.049 1.835 -0.18
C -8.5193 -9.9777 7.0483 -0.717 -1.547 1.052 -0.15
C -8.0197 -8.8087 7.9458 1.849 0.078 -0.788 -0.14
C -6.1983 -3.1433 7.5068 -0.056 -0.317 0.983 -0.12
C -6.2190 -10.3032 8.7126 -1.061 0.504 0.777 -0.13
C -6.6246 -4.2784 8.2122 0.387 0.704 -0.530 -0.09
C -7.5214 -5.2133 10.2899 0.029 -1.847 1.552 -0.20
C -6.8487 -4.1735 9.6017 -0.084 0.613 -0.258 -0.39
C -6.0248 -1.8411 9.5112 0.753 -0.742 0.922 -0.13
H -9.0226 -9.4427 10.4560 -0.106 0.093 -0.377 0.11
H -8.3771 -5.7604 9.8621 0.338 0.565 -0.147 0.00
H -5.5581 -9.7281 8.0733 0.360 0.068 0.144 0.10
H -7.2568 -8.3147 7.2695 -0.716 0.094 1.253 0.13
H -8.7750 -8.0767 8.2517 0.091 -0.276 -0.145 0.11
H -5.7534 -0.9187 10.0294 -0.165 -0.240 -0.056 0.09
H -9.5755 -9.9352 6.7946 -0.202 0.360 0.180 0.11
H -7.7314 -10.5478 10.8796 -0.386 0.388 -0.935 0.12
H -7.5826 -5.1444 11.3883 -0.360 0.434 -0.375 -0.01
H -6.7468 -2.8586 11.2870 0.057 0.161 0.145 0.09
H -5.3598 -1.1466 7.5255 -0.479 -0.488 0.719 0.09
H -6.7454 -5.2614 7.6937 -0.290 1.025 0.422 0.10
H -5.6868 -10.6820 9.6322 -0.426 0.384 -1.041 0.12
H -6.6763 -12.4063 8.4244 -0.064 0.272 -0.690 0.12
H -10.0037 -11.1435 9.0398 -0.082 0.319 -0.045 0.11
H -6.4503 -11.4702 6.8769 0.101 -0.301 -0.196 0.11
H -6.3100 -3.1674 6.4442 0.646 -0.037 -0.679 0.08
H -8.7953 -12.2515 9.5650 0.279 0.188 0.254 0.11
H -8.0107 -10.0861 6.0786 0.148 0.323 0.463 0.11